(1)
The following is a quantum chemistry calculation of a 2-piece molecular cluster, C2H3ClN2O overall in a non-equilibrium geometry, from the Open Molecules 2025 dataset.

Geometry (Å):
C1 -0.908 -0.543 0.102
N1 0.067 0.281 0.539
C2 -0.307 1.480 0.141
O1 -1.441 1.323 -0.625
N2 -1.812 0.083 -0.599
H1 -1.009 -1.601 0.310
H2 0.094 2.510 0.255
Cl1 2.270 -2.162 0.254
H3 3.046 -1.370 -0.377

Results
**SMILES string**: c1ncon1.Cl
**Gap between HOMO and LUMO**: 11.585 eV
**ΔE to the lowest compared entry with this formula, charge and spin**: 1.5055 eV
**Total energy**: -19671.0648 eV
**Lowest unoccupied orbital energy**: 0.0304 hartree

Atomic partial charges in e from the Löwdin method, atoms 1 to 5:
1. C -0.234
2. N 0.067
3. C -0.116
4. O -0.046
5. N 0.035



(2)
The following is a quantum chemistry calculation of an isolated molecule of C2H3ClO2 in a non-equilibrium geometry, from the Open Molecules 2025 dataset.

Geometry (Å):
C1 1.054 0.060 0.075
C2 -0.347 -0.428 -0.007
O1 -0.839 -1.493 -0.252
O2 -1.289 0.764 0.042
Cl1 -2.955 0.426 0.086
H1 1.260 0.658 0.948
H2 1.634 -0.810 -0.172
H3 1.482 0.824 -0.721

Results
**SMILES string**: CC(=O)OCl
**Gap between HOMO and LUMO**: 10.715 eV
**ΔE to the lowest compared entry with this formula, charge and spin**: 2.1656 eV
**Total energy**: -18737.8851 eV
**Lowest unoccupied orbital energy**: 0.0071 hartree

Atomic partial charges in e from the Löwdin method, atoms 1 to 5:
1. C -0.001
2. C -0.480
3. O 0.093
4. O -0.569
5. Cl 0.651



(3)
The following is a quantum chemistry calculation of a 2-piece molecular cluster, C2H3ClO2 overall in a non-equilibrium geometry, from the Open Molecules 2025 dataset.

Geometry (Å):
C1 1.407 0.585 -0.230
C2 0.695 -0.561 -0.046
O1 0.338 -1.689 -0.107
H1 2.408 0.611 -0.298
H2 0.835 1.573 -0.240
O2 -1.808 -0.500 0.863
Cl1 -1.781 0.938 -0.047
H3 -2.094 -0.958 0.106

Results
**SMILES string**: C=C=O.OCl
**Gap between HOMO and LUMO**: 8.871 eV
**ΔE to the lowest compared entry with this formula, charge and spin**: 3.8016 eV
**Total energy**: -18736.2491 eV
**Lowest unoccupied orbital energy**: -0.0093 hartree

Atomic partial charges in e from the Löwdin method, atoms 1 to 5:
1. C -0.014
2. C -0.296
3. O 0.119
4. H 0.000
5. H 0.049



(4)
The following is a quantum chemistry calculation of a 3-piece molecular cluster, C2H3ClO2S overall in a non-equilibrium geometry, from the Open Molecules 2025 dataset.

Geometry (Å):
C1 -1.239 -0.411 0.243
C2 -0.845 -1.568 0.142
O1 1.802 -0.851 -1.951
O2 0.371 1.081 -1.827
S1 0.461 -0.327 -2.147
Cl1 0.500 2.545 2.352
H1 -1.759 0.410 -0.010
H2 0.760 1.388 2.852
H3 -0.050 -2.267 0.346

Results
**Gap between HOMO and LUMO**: 10.122 eV
**ΔE to the lowest compared entry with this formula, charge and spin**: 2.5496 eV
**Total energy**: -29572.1648 eV
**Lowest unoccupied orbital energy**: -0.0339 hartree

Atomic partial charges in e from the Löwdin method, atoms 1 to 5:
1. C -0.010
2. C -0.023
3. O -0.431
4. O -0.440
5. S 0.851



(5)
The following is a quantum chemistry calculation of an isolated molecule of C2H3ClO2S in a non-equilibrium geometry, from the Open Molecules 2025 dataset.

Geometry (Å):
C1 0.666 -0.019 -0.813
C2 -0.272 0.466 0.187
O1 -0.457 -2.373 0.228
O2 0.170 0.411 1.567
S1 -0.823 -1.227 -0.570
Cl1 -1.222 1.744 -0.381
H1 0.524 0.438 -1.806
H2 1.560 -0.573 -0.591
H3 -0.146 1.132 2.179

Results
**Gap between HOMO and LUMO**: 9.529 eV
**ΔE to the lowest compared entry with this formula, charge and spin**: 1.8320 eV
**Total energy**: -29572.8823 eV
**Lowest unoccupied orbital energy**: 0.0177 hartree

Atomic partial charges in e from the Löwdin method, atoms 1 to 5:
1. C -0.259
2. C -1.094
3. O -0.542
4. O -0.065
5. S 0.930



(6)
The following is a quantum chemistry calculation of a 2-piece molecular cluster, C2H3ClS overall in a non-equilibrium geometry, from the Open Molecules 2025 dataset.

Geometry (Å):
C1 -0.364 -1.573 0.091
C2 0.729 1.064 0.030
S1 -1.856 -1.119 -0.017
Cl1 -0.869 1.608 0.091
H1 0.024 -2.530 -0.187
H2 1.222 1.282 0.867
H3 1.113 1.268 -0.877

Results
**Gap between HOMO and LUMO (alpha / beta)**: 7.477 / 8.133 eV
**ΔE to the lowest compared entry with this formula, charge and spin**: 4.1463 eV
**Total energy**: -25475.4203 eV
**Lowest unoccupied orbital energy (alpha / beta)**: -0.0170 / -0.0141 hartree

Atomic partial charges in e from the Löwdin method, atoms 1 to 5:
1. C -0.533
2. C -0.461
3. S 0.611
4. Cl 0.512
5. H -0.045



(7)
The following is a quantum chemistry calculation of a 2-piece molecular cluster, C2H3ClS overall in a non-equilibrium geometry, from the Open Molecules 2025 dataset.

Geometry (Å):
C1 0.152 -0.102 -1.690
C2 0.030 -0.034 -0.240
S1 2.199 1.120 -2.674
Cl1 -0.426 -1.304 -2.626
H1 0.619 0.794 0.146
H2 -1.020 0.118 0.027
H3 0.356 -0.967 0.238

Results
**Gap between HOMO and LUMO (alpha / beta)**: 6.669 / 6.267 eV
**ΔE to the lowest compared entry with this formula, charge and spin**: 4.6000 eV
**Total energy**: -25474.9667 eV
**Lowest unoccupied orbital energy (alpha / beta)**: -0.0640 / -0.0728 hartree

Atomic partial charges in e from the Löwdin method, atoms 1 to 5:
1. C -0.786
2. C -0.196
3. S -0.026
4. Cl 0.746
5. H 0.068



(8)
The following is a quantum chemistry calculation of an isolated molecule of C2H3ClSi in a non-equilibrium geometry, from the Open Molecules 2025 dataset.

Geometry (Å):
C1 0.197 -0.610 -0.554
C2 0.979 0.559 -1.683
Si1 -0.635 -0.238 0.938
Cl1 1.234 1.929 -0.746
H1 -0.648 1.076 1.258
H2 -1.126 -1.113 1.913
H3 -0.001 -1.602 -1.126

Results
**Gap between HOMO and LUMO**: 7.706 eV
**ΔE to the lowest compared entry with this formula, charge and spin**: 5.5656 eV
**Total energy**: -22516.2792 eV
**Lowest unoccupied orbital energy**: -0.0407 hartree

Atomic partial charges in e from the Löwdin method, atoms 1 to 5:
1. C -0.469
2. C -0.496
3. Si 0.720
4. Cl 0.504
5. H -0.147



(9)
The following is a quantum chemistry calculation of C2H3CuFO as an isolated structure in a non-equilibrium geometry, from the Open Molecules 2025 dataset.

Geometry (Å):
C1 0.169 1.035 -0.131
C2 -0.925 1.800 0.020
F1 1.362 1.803 0.115
H1 -0.895 2.893 0.134
H2 -1.889 1.307 0.168
Cu1 0.667 -1.363 0.223
O1 0.845 -3.385 0.046
H3 0.666 -4.090 -0.575

Results
**Gap between HOMO and LUMO**: 8.581 eV
**Charge**: -1
**Total energy**: -51525.9199 eV
**Lowest unoccupied orbital energy**: 0.1537 hartree

Atomic partial charges in e from the Löwdin method, atoms 1 to 5:
1. C -0.314
2. C -0.160
3. F -0.223
4. H 0.020
5. H 0.004



(10)
The following is a quantum chemistry calculation of C2H3CuLiO2 as an isolated structure in a non-equilibrium geometry, from the Open Molecules 2025 dataset.

Geometry (Å):
H1 -0.079 -1.693 0.676
O1 -0.006 -2.130 -0.299
C1 -0.233 -0.930 -0.794
C2 -0.454 -0.088 0.262
O2 -0.241 1.202 0.350
Cu1 0.471 2.959 -0.247
Li1 1.600 1.802 0.889
H2 0.184 -0.707 -1.767
H3 -1.243 -0.414 0.929

Results
**2S+1**: 2
**Gap between HOMO and LUMO (alpha / beta)**: 7.335 / 9.560 eV
**Charge**: +2
**ΔE to the lowest compared entry with this formula, charge and spin**: 1.5800 eV
**Total energy**: -51039.6095 eV
**Lowest unoccupied orbital energy (alpha / beta)**: -0.4160 / -0.4154 hartree

Atomic partial charges in e from the Löwdin method, atoms 1 to 5:
1. H 0.194
2. O 0.193
3. C -0.003
4. C -0.198
5. O -0.193



(11)
The following is a quantum chemistry calculation of C2H3DyFO as an isolated structure in a non-equilibrium geometry, from the Open Molecules 2025 dataset.

Geometry (Å):
H1 -3.320 1.348 3.548
O1 -0.109 -1.240 1.818
C1 -1.348 -0.820 1.720
C2 -1.668 0.484 1.603
H2 -2.163 -1.553 1.759
H3 -2.565 0.975 1.244
F1 -0.533 1.345 1.586
Dy1 1.520 0.228 1.662

Results
**2S+1**: 7
**Gap between HOMO and LUMO (alpha / beta)**: 6.270 / 10.463 eV
**Charge**: +2
**ΔE to the lowest compared entry with this formula, charge and spin**: 0.0000 eV
**Total energy**: -30948.1300 eV
**Lowest unoccupied orbital energy (alpha / beta)**: -0.4533 / -0.3553 hartree

Atomic partial charges in e from the Löwdin method, atoms 1 to 5:
1. H 0.246
2. O -0.235
3. C -0.133
4. C 0.039
5. H 0.179



(12)
The following is a quantum chemistry calculation of C2H3DyO2 as an isolated structure in a non-equilibrium geometry, from the Open Molecules 2025 dataset.

Geometry (Å):
C1 -1.680 -2.487 -4.865
O1 -2.015 -3.130 -5.738
H1 -0.117 -1.662 -2.647
H2 -1.673 -1.388 -2.360
C2 -0.684 -1.052 -1.828
O2 -0.610 -1.488 -0.527
Dy1 0.880 -1.406 1.131
H3 -0.692 0.047 -1.969

Results
**2S+1**: 6
**Gap between HOMO and LUMO (alpha / beta)**: 8.357 / 6.453 eV
**Charge**: +2
**ΔE to the lowest compared entry with this formula, charge and spin**: 0.0000 eV
**Total energy**: -30279.6737 eV
**Lowest unoccupied orbital energy (alpha / beta)**: -0.3929 / -0.4623 hartree

Atomic partial charges in e from the Löwdin method, atoms 1 to 5:
1. C 0.023
2. O 0.081
3. H 0.155
4. H 0.175
5. C -0.124



Copy entry 12 word for word.
The following is a quantum chemistry calculation of C2H3DyO2 as an isolated structure in a non-equilibrium geometry, from the Open Molecules 2025 dataset.

Geometry (Å):
C1 -1.680 -2.487 -4.865
O1 -2.015 -3.130 -5.738
H1 -0.117 -1.662 -2.647
H2 -1.673 -1.388 -2.360
C2 -0.684 -1.052 -1.828
O2 -0.610 -1.488 -0.527
Dy1 0.880 -1.406 1.131
H3 -0.692 0.047 -1.969

Results
**2S+1**: 6
**Gap between HOMO and LUMO (alpha / beta)**: 8.357 / 6.453 eV
**Charge**: +2
**ΔE to the lowest compared entry with this formula, charge and spin**: 0.0000 eV
**Total energy**: -30279.6737 eV
**Lowest unoccupied orbital energy (alpha / beta)**: -0.3929 / -0.4623 hartree

Atomic partial charges in e from the Löwdin method, atoms 1 to 5:
1. C 0.023
2. O 0.081
3. H 0.155
4. H 0.175
5. C -0.124



The lowest total energy belongs to which entry?
C2H3CuFO



Number 6 is which compound?
C2H3ClS



What is the total energy in the second record?
-18737.8851 eV